The following is a quantum chemistry calculation of a structure of composition C8H25INO4P3Si2Tl at a distorted geometry, from OMol25.

Values from the calculation:
LUMO level ... -0.5479 Ha
DFT total energy ... -2747.4463 Ha
M ... 679.67 g mol⁻¹
Orbital gap ... 3.4 eV
Net charge ... +3

Last column: Löwdin charge in e.
Element x y z (Å)
Tl 1.834 -2.004 -0.532  0.776
I 3.129 -0.309 -2.396  1.163
P -2.212 1.339 -2.564  0.675
P -1.071 -1.292 -0.428  0.916
P 1.382 0.616 2.075  0.645
Si -1.023 0.959 -0.674  0.335
Si 1.544 1.941 0.300  0.464
O -1.964 2.771 -3.034  -0.365
O -1.694 3.250 0.781  -0.197
O 0.532 1.532 -1.024  -0.434
O -2.853 4.018 0.625  0.048
N 0.365 1.126 3.211  -0.211
C -1.492 -1.713 1.377  -0.353
C 3.342 2.075 -0.312  -0.293
C 4.306 -0.269 0.426  -0.169
C 4.060 0.751 -0.736  -0.682
C -2.502 -2.054 -1.375  -0.366
C -1.969 1.847 0.717  -0.287
C -0.763 -3.068 1.806  -0.108
C -2.017 -2.966 -2.577  -0.099
H -1.163 -0.897 2.045  0.046
H -3.048 1.734 0.468  0.118
H 0.197 -3.167 1.287  -0.033
H -3.603 1.124 -2.305  0.035
H -3.436 3.825 1.379  0.132
H 1.143 3.288 0.754  0.049
H 3.931 2.470 0.540  0.114
H 1.115 -0.715 1.589  -0.102
H -0.582 -3.114 2.884  0.104
H -1.800 0.414 -3.570  0.020
H -3.014 -2.738 -0.679  0.097
H -1.358 -3.934 1.487  0.096
H 3.419 -0.968 0.567  -0.073
H -1.771 -3.939 -2.129  0.088
H 2.682 0.560 2.676  0.033
H -1.174 -2.532 -3.123  0.066
H -0.063 1.994 2.880  -0.015
H 4.479 0.204 1.400  0.090
H -1.845 1.320 1.683  0.072
H 5.060 1.033 -1.104  0.106
H -3.256 -1.310 -1.680  0.081
H -2.570 -1.916 1.417  0.102
H -2.879 -3.142 -3.228  0.101
H 5.166 -0.931 0.241  0.113
H 3.440 2.790 -1.144  0.107

The following is a quantum chemistry calculation of a structure of composition C8H26BNbO6P at a distorted geometry, from OMol25.

Values from the calculation:
LUMO level ... 0.0021 Ha
DFT total energy ... -1194.8085 Ha
M ... 352.98 g mol⁻¹
Orbital gap ... 4.4 eV
Net charge ... -1

Last column: Löwdin charge in e.
Element x y z (Å)
Nb -2.413 -0.919 0.220  1.161
P 2.355 0.252 -2.161  0.728
O -4.083 -1.258 3.456  0.047
O -5.801 0.399 2.921  0.074
O 1.623 0.259 -3.716  -0.258
O 1.669 1.551 -1.778  -0.273
O 3.010 0.028 -0.606  -0.294
O 3.848 0.488 -2.820  -0.309
C 0.829 -1.309 2.476  -0.166
C -4.567 -0.635 0.894  -0.322
C -1.640 0.995 1.177  -0.418
C 0.634 0.225 2.297  -0.284
C 4.070 1.658 -3.590  -0.122
C -0.834 0.739 2.516  -0.326
C 4.045 0.890 -0.187  -0.140
C 1.692 -0.971 -4.448  -0.140
B -4.790 -0.510 2.476  -0.723
H 4.047 1.408 -4.652  0.082
H 1.910 -1.543 2.351  0.054
H 1.236 0.698 3.109  0.087
H 4.094 0.831 0.901  0.092
H 3.842 1.922 -0.479  0.087
H -1.966 -1.810 1.752  -0.111
H -0.951 1.493 0.454  0.016
H 3.329 2.433 -3.386  0.087
H 0.284 -1.920 1.744  -0.008
H -4.658 -1.999 3.654  0.080
H 1.078 0.610 1.356  0.082
H 5.061 2.044 -3.341  0.086
H 5.004 0.563 -0.594  0.081
H -1.426 0.042 3.140  0.066
H -2.784 0.016 -1.301  -0.174
H -5.096 0.206 0.396  0.014
H 0.521 -1.616 3.493  0.064
H -0.731 1.728 3.024  0.083
H 2.733 -1.281 -4.591  0.077
H -6.458 0.401 2.230  0.060
H -0.680 -1.233 -0.332  -0.164
H -2.465 1.723 1.368  0.032
H 1.142 -1.757 -3.926  0.084
H -2.836 -2.459 -0.659  -0.199
H 1.237 -0.814 -5.425  0.084
H -5.115 -1.567 0.588  0.020

The following is a quantum chemistry calculation of a structure of composition C8H26BeN12O12Pb at a distorted geometry, from OMol25.

Values from the calculation:
LUMO level (spin up / spin down) ... -0.5097 / -0.5097 Ha
DFT total energy ... -2086.8731 Ha
M ... 698.58 g mol⁻¹
Orbital gap (spin up / spin down) ... 2.3 / 2.3 eV
2S+1 ... 2
Net charge ... +3

Last column: Löwdin charge in e.
Element x y z (Å)
Pb -0.756 4.395 -1.659  1.742
O 1.164 5.143 0.086  -0.090
O 1.703 3.155 0.705  -0.088
O -0.714 1.712 -0.961  -0.161
O -5.027 -1.091 -0.731  0.114
O -0.149 -4.939 -1.417  0.082
O 1.554 3.446 -2.513  -0.120
O 2.864 4.753 1.558  0.211
O 0.092 0.703 0.895  0.107
O 4.323 2.038 2.810  0.086
O -2.916 -0.126 -2.831  0.015
O 0.570 -3.441 2.916  0.366
O -1.819 0.006 -0.199  -0.062
N 3.526 1.567 4.796  0.201
N -3.807 -1.967 0.952  0.198
N 3.082 2.178 -1.528  0.228
N -2.509 -0.970 -4.884  0.218
N 1.354 -1.700 4.008  0.291
N -0.982 -0.018 -3.870  0.206
N -0.808 -3.591 0.360  0.159
N 2.695 2.036 -3.710  0.204
N -5.501 -2.890 0.234  0.223
N -0.839 -2.819 -1.578  0.162
N 2.173 1.901 3.217  0.154
N 1.365 -1.700 1.929  0.283
C 3.422 1.782 3.566  -0.832
C 1.852 4.374 0.785  -0.801
C -0.609 -3.920 -0.891  -0.721
C -2.200 -0.365 -3.775  -0.767
C 2.406 2.601 -2.578  -0.749
C -4.757 -1.890 0.064  -0.818
C -0.821 0.818 -0.109  -0.716
C 1.001 -2.282 2.933  -0.683
Be -3.991 1.291 -1.026  1.286
H 2.159 2.344 -4.508  0.129
H -0.440 -0.247 -4.691  0.139
H 2.854 3.823 1.797  0.070
H -3.660 -2.878 1.362  0.125
H 4.356 1.736 5.346  0.154
H 1.561 -0.711 3.988  0.132
H 3.364 1.298 -3.880  0.137
H -0.564 -4.350 0.981  0.121
H -0.828 -2.927 -2.582  0.121
H -3.493 -0.975 -5.109  0.146
H 0.704 1.414 0.691  0.077
H 1.453 1.841 3.923  0.115
H -6.209 -2.859 -0.486  0.156
H 2.746 2.639 -0.694  0.077
H -1.817 -1.185 -5.588  0.141
H -5.480 -3.545 1.002  0.158
H 0.977 -0.787 1.739  0.113
H -0.603 0.696 -3.264  0.109
H 1.373 -2.180 4.897  0.170
H 2.631 1.413 5.238  0.112
H 2.000 2.135 2.250  0.057
H -0.874 -2.615 0.610  0.077
H -1.217 -1.997 -1.129  0.060
H 3.626 1.328 -1.502  0.138
H 1.417 -2.214 1.061  0.163
H -2.978 -1.391 0.999  0.076

The following is a quantum chemistry calculation of a structure of composition C8H26CoO6, from OMol25.

Values from the calculation:
LUMO level (spin up / spin down) ... 0.0251 / 0.0247 Ha
DFT total energy ... -2154.5807 Ha
M ... 277.22 g mol⁻¹
Orbital gap (spin up / spin down) ... 8.3 / 8.2 eV
2S+1 ... 4
Relative energy (zero: lowest compared OMol25 entry of this formula, charge and spin) ... 0.00 kcal/mol

Last column: Löwdin charge in e.
Element x y z (Å)
Co -0.206 0.324 0.130  0.644
O -1.460 2.043 0.886  -0.132
O -2.039 -0.357 -1.017  -0.110
O 0.379 1.262 -1.486  -0.387
O 1.435 1.166 1.289  -0.118
O 0.994 -1.322 -0.550  -0.125
O -0.773 -0.629 1.743  -0.388
C 2.185 -3.440 -0.541  -0.072
C -1.092 4.460 0.870  -0.077
C 2.759 1.153 0.762  -0.283
C 3.645 0.098 1.414  -0.067
C -2.682 -1.620 -0.873  -0.293
C -1.980 3.312 0.445  -0.277
C -2.707 -2.422 -2.163  -0.079
C 0.871 -2.726 -0.341  -0.284
H 2.942 -3.021 0.121  0.066
H 2.535 -3.329 -1.572  0.080
H 1.448 1.394 2.223  0.110
H -0.887 4.388 1.941  0.077
H -1.700 -2.567 -2.554  0.068
H -2.061 3.246 -0.641  0.111
H 4.681 0.204 1.077  0.077
H -1.679 -0.962 1.742  -0.059
H -1.590 5.422 0.720  0.075
H -3.284 -1.917 -2.944  0.075
H -2.136 -2.166 -0.105  0.098
H 3.647 0.164 2.503  0.075
H 1.369 -1.141 -1.421  0.109
H 0.505 -2.822 0.681  0.115
H -1.740 1.849 1.787  0.096
H -3.173 -3.395 -1.994  0.078
H -0.157 4.465 0.315  0.076
H 2.644 0.964 -0.304  0.096
H -3.003 3.444 0.813  0.114
H -0.080 2.106 -1.557  -0.068
H -3.705 -1.497 -0.495  0.119
H -2.600 0.241 -1.518  0.108
H 0.093 -3.128 -1.001  0.104
H 3.315 -0.898 1.119  0.053
H 2.086 -4.503 -0.325  0.078
H 3.201 2.156 0.818  0.116

The following is a quantum chemistry calculation of a structure of composition C8H26MgO6S4 at a distorted geometry, from OMol25.

Values from the calculation:
LUMO level ... 0.0070 Ha
DFT total energy ... -2564.5808 Ha
M ... 370.86 g mol⁻¹
Orbital gap ... 7.7 eV

Last column: Löwdin charge in e.
Element x y z (Å)
S 2.921 3.333 -1.951  0.840
S -2.435 0.251 -1.601  0.895
S 0.967 -1.728 3.191  0.957
S -2.293 -2.549 1.241  0.952
Mg 0.178 -0.633 0.196  0.322
O -1.692 -1.137 0.987  -0.609
O 0.594 0.959 1.084  -0.400
O 0.885 -1.565 1.692  -0.581
O -1.006 0.354 -1.131  -0.556
O 0.944 -1.600 -1.157  -0.391
O 2.696 2.646 -3.337  -0.601
C -3.205 1.936 -1.520  -0.202
C -4.020 -2.447 0.459  -0.227
C 2.548 -0.886 3.764  -0.227
C -1.636 -3.767 -0.012  -0.214
C -0.032 -0.517 4.216  -0.234
C 4.641 4.102 -2.065  -0.246
C -2.267 0.028 -3.391  -0.225
C 3.059 1.876 -0.900  -0.278
H -1.013 -0.527 3.741  0.036
H -1.813 0.963 -3.717  0.060
H -3.754 2.137 -0.600  0.053
H 5.126 4.520 -1.183  0.041
H -0.665 -3.493 -0.426  0.040
H 4.483 4.839 -2.852  0.031
H 3.278 -1.691 3.842  0.033
H 3.261 2.236 0.109  0.047
H -1.730 -0.849 -3.753  0.069
H 0.682 1.911 1.284  -0.036
H -4.086 -2.028 -0.545  0.034
H 2.238 1.163 -0.972  0.035
H 0.406 0.476 4.109  0.048
H -0.075 -0.777 5.273  0.053
H -4.407 -3.453 0.620  0.044
H -3.281 0.158 -3.768  0.040
H -2.385 -3.955 -0.781  0.046
H 5.313 3.373 -2.518  0.041
H -2.530 2.763 -1.742  0.067
H 3.020 -0.040 3.265  0.067
H 3.791 1.187 -1.321  0.059
H -4.579 -1.850 1.180  0.041
H 2.399 -0.571 4.797  0.037
H 0.701 -2.186 -1.900  -0.045
H -3.897 1.754 -2.342  0.028
H -1.331 -4.714 0.432  0.050

The following is a quantum chemistry calculation of a cluster of 5 separate species, C8H26O5 in total at a distorted geometry, from OMol25.

Values from the calculation:
LUMO level ... 0.0174 Ha
DFT total energy ... -696.4870 Ha
M ... 202.29 g mol⁻¹
SMILES ... CCO.CCO.CCO.CO.CO
Orbital gap ... 10.2 eV
Relative energy (zero: lowest compared OMol25 entry of this formula, charge and spin) ... 52.34 kcal/mol

Last column: Löwdin charge in e.
Element x y z (Å)
O -0.783 -0.915 0.000  -0.144
O -1.930 2.109 0.883  -0.109
O -2.352 0.761 -1.480  -0.146
O 0.935 -1.839 -4.769  -0.045
O 1.896 -0.982 0.957  -0.076
C -0.392 2.106 2.699  -0.096
C -1.696 -1.288 1.011  -0.137
C 1.475 -1.034 2.302  -0.302
C 1.557 -2.034 -2.541  -0.065
C 1.004 -1.090 -3.584  -0.307
C -0.546 2.169 1.152  -0.284
C -2.205 1.644 -2.519  -0.180
C 2.783 -0.874 3.100  -0.070
H 0.588 2.472 3.171  0.101
H -3.091 2.277 -2.458  0.077
H -1.202 -0.428 -0.698  0.028
H 2.428 -2.626 -2.984  0.115
H -2.412 2.649 1.542  0.110
H 3.579 -1.447 2.731  0.048
H 0.954 -1.291 -5.493  0.036
H 1.153 -1.069 0.390  0.011
H 1.760 -0.349 -3.784  0.105
H 0.794 -2.667 -2.227  0.051
H 2.803 -1.258 4.158  0.086
H 0.951 -1.945 2.575  0.103
H -1.137 2.865 3.023  0.063
H -0.716 1.130 3.209  0.085
H 1.891 -1.652 -1.636  0.030
H -1.644 -0.490 1.763  0.053
H -2.808 -1.277 0.722  0.116
H 0.728 -0.261 2.451  0.064
H 0.116 -0.564 -3.319  0.090
H -0.156 3.131 0.840  0.111
H -1.360 -2.193 1.481  0.072
H -1.441 2.381 -2.349  0.069
H -0.003 1.301 0.754  0.103
H -2.122 1.151 -3.562  0.117
H 3.087 0.150 3.148  0.058
H -2.485 1.275 -0.659  0.060

Copy entry 3 word for word.
The following is a quantum chemistry calculation of a structure of composition C8H26BeN12O12Pb at a distorted geometry, from OMol25.

Values from the calculation:
LUMO level (spin up / spin down) ... -0.5097 / -0.5097 Ha
DFT total energy ... -2086.8731 Ha
M ... 698.58 g mol⁻¹
Orbital gap (spin up / spin down) ... 2.3 / 2.3 eV
2S+1 ... 2
Net charge ... +3

Last column: Löwdin charge in e.
Element x y z (Å)
Pb -0.756 4.395 -1.659  1.742
O 1.164 5.143 0.086  -0.090
O 1.703 3.155 0.705  -0.088
O -0.714 1.712 -0.961  -0.161
O -5.027 -1.091 -0.731  0.114
O -0.149 -4.939 -1.417  0.082
O 1.554 3.446 -2.513  -0.120
O 2.864 4.753 1.558  0.211
O 0.092 0.703 0.895  0.107
O 4.323 2.038 2.810  0.086
O -2.916 -0.126 -2.831  0.015
O 0.570 -3.441 2.916  0.366
O -1.819 0.006 -0.199  -0.062
N 3.526 1.567 4.796  0.201
N -3.807 -1.967 0.952  0.198
N 3.082 2.178 -1.528  0.228
N -2.509 -0.970 -4.884  0.218
N 1.354 -1.700 4.008  0.291
N -0.982 -0.018 -3.870  0.206
N -0.808 -3.591 0.360  0.159
N 2.695 2.036 -3.710  0.204
N -5.501 -2.890 0.234  0.223
N -0.839 -2.819 -1.578  0.162
N 2.173 1.901 3.217  0.154
N 1.365 -1.700 1.929  0.283
C 3.422 1.782 3.566  -0.832
C 1.852 4.374 0.785  -0.801
C -0.609 -3.920 -0.891  -0.721
C -2.200 -0.365 -3.775  -0.767
C 2.406 2.601 -2.578  -0.749
C -4.757 -1.890 0.064  -0.818
C -0.821 0.818 -0.109  -0.716
C 1.001 -2.282 2.933  -0.683
Be -3.991 1.291 -1.026  1.286
H 2.159 2.344 -4.508  0.129
H -0.440 -0.247 -4.691  0.139
H 2.854 3.823 1.797  0.070
H -3.660 -2.878 1.362  0.125
H 4.356 1.736 5.346  0.154
H 1.561 -0.711 3.988  0.132
H 3.364 1.298 -3.880  0.137
H -0.564 -4.350 0.981  0.121
H -0.828 -2.927 -2.582  0.121
H -3.493 -0.975 -5.109  0.146
H 0.704 1.414 0.691  0.077
H 1.453 1.841 3.923  0.115
H -6.209 -2.859 -0.486  0.156
H 2.746 2.639 -0.694  0.077
H -1.817 -1.185 -5.588  0.141
H -5.480 -3.545 1.002  0.158
H 0.977 -0.787 1.739  0.113
H -0.603 0.696 -3.264  0.109
H 1.373 -2.180 4.897  0.170
H 2.631 1.413 5.238  0.112
H 2.000 2.135 2.250  0.057
H -0.874 -2.615 0.610  0.077
H -1.217 -1.997 -1.129  0.060
H 3.626 1.328 -1.502  0.138
H 1.417 -2.214 1.061  0.163
H -2.978 -1.391 0.999  0.076

Question: What is the DFT total energy in the sixth record?
Answer: -696.4870 Ha